[1]
DFT (ωB97M-V/def2-TZVPD) results for one molecule with the formula C25H26FN3O3S.

```
59
Properties=species:S:1:pos:R:3:lowdin_charge:R:1
C 1.139 3.677 4.722 -0.08
C 0.565 2.614 3.868 -0.62
N -0.575 2.056 4.054 0.09
C -0.873 1.114 3.124 -0.35
C -2.150 0.361 3.255 0.00
C 0.087 0.948 2.161 -0.40
C 0.182 -0.013 1.043 -0.46
O 1.132 -0.772 0.939 0.07
N -0.864 -0.004 0.172 0.06
C -1.763 1.085 0.107 -0.22
C -1.274 2.385 0.009 0.01
C -2.144 3.456 -0.052 0.02
C -3.506 3.212 -0.033 -0.27
F -4.359 4.252 -0.093 0.06
C -4.016 1.928 0.040 0.00
C -3.136 0.864 0.112 -0.02
C -0.934 -0.989 -0.916 -0.11
C -0.042 -0.532 -2.088 -0.45
O -0.526 -0.211 -3.156 0.08
N 1.264 -0.453 -1.795 0.09
C 2.241 -0.116 -2.801 -0.10
C 2.558 -1.330 -3.701 -0.32
C 3.749 -1.058 -4.623 -0.12
C 4.941 -1.439 -3.739 -0.15
C 4.335 -2.416 -2.715 -0.18
O 2.936 -2.459 -2.940 -0.12
C -0.664 -2.389 -0.409 -0.17
C -1.378 -2.832 0.699 -0.04
C -1.190 -4.105 1.201 -0.08
C -0.293 -4.963 0.588 -0.09
C 0.404 -4.538 -0.528 -0.06
C 0.222 -3.259 -1.029 -0.02
S 1.435 1.995 2.476 1.11
H 0.423 3.936 5.498 0.08
H 2.063 3.334 5.185 0.08
H 1.367 4.560 4.128 0.08
H -2.076 -0.608 2.771 0.07
H -2.371 0.225 4.311 0.09
H -2.967 0.925 2.805 0.08
H -0.209 2.555 -0.032 0.12
H -1.781 4.468 -0.126 0.12
H -5.083 1.773 0.044 0.12
H -3.522 -0.142 0.179 0.12
H -1.959 -0.952 -1.302 0.16
H 1.582 -0.838 -0.910 0.12
H 3.143 0.235 -2.298 0.13
H 1.829 0.680 -3.428 0.13
H 1.646 -1.602 -4.240 0.15
H 3.694 -1.712 -5.492 0.12
H 3.783 -0.025 -4.960 0.12
H 5.349 -0.561 -3.238 0.10
H 5.740 -1.903 -4.312 0.11
H 4.710 -3.436 -2.837 0.12
H 4.537 -2.096 -1.685 0.12
H -2.087 -2.169 1.177 0.10
H -1.747 -4.429 2.068 0.10
H -0.142 -5.959 0.979 0.10
H 1.103 -5.199 -1.017 0.11
H 0.782 -2.956 -1.899 0.10
```

Output
* SMILES: Cc1nc(C)c(C(=O)N(c2ccc(F)cc2)[C@@H](C(=O)NC[C@H]2CCCO2)c2ccccc2)s1
* E_LUMO: 0.48 eV
* relative energy (zero: lowest compared OMol25 entry of this formula, charge and spin): 4.4 kJ/mol
* DFT total energy: -50513.7370 eV
* HOMO: -8.669 eV

***

[2]
DFT (ωB97M-V/def2-TZVPD) results for C29H38NO3P2PdSi as an isolated structure.

```
75
Properties=species:S:1:pos:R:3:lowdin_spin:R:1
Pd -1.190 -0.446 -0.797 0.97
P -2.138 -1.488 0.916 0.34
C -3.392 -2.489 0.156 0.46
C -3.677 -2.227 -1.183 0.03
N -2.897 -1.267 -1.827 0.24
C -3.197 -0.875 -3.085 0.03
C -4.357 -1.384 -3.707 0.15
C -5.151 -2.346 -3.106 -0.01
C -4.801 -2.798 -1.852 0.16
C -2.222 0.055 -3.765 0.01
P -0.550 -0.192 -3.021 0.16
H -5.387 -3.531 -1.318 0.01
H -4.606 -0.961 -4.714 0.01
H -6.026 -2.792 -3.644 0.00
H -2.137 -0.147 -4.830 0.00
H -2.444 1.115 -3.621 0.00
H -0.600 -6.849 -0.265 0.00
H -3.933 -3.273 0.707 0.02
H 2.238 -2.143 -1.801 0.00
O -0.238 -6.142 -0.808 0.00
H -0.405 -6.422 -1.734 0.00
H 0.650 -0.096 -0.586 0.01
O 3.117 -2.634 -1.808 0.00
H 2.968 -3.521 -1.375 0.00
C 0.124 -1.580 -3.947 0.01
H -0.064 -1.376 -5.004 0.00
H 1.184 -1.766 -3.745 0.00
H -0.444 -2.479 -3.701 0.00
C 0.448 1.248 -3.513 0.05
H 1.304 1.379 -2.821 0.00
H 0.792 1.122 -4.557 0.01
H -0.201 2.136 -3.444 0.00
C -2.989 -0.381 2.102 0.10
H -3.591 -1.048 2.759 0.02
H -2.246 0.225 2.653 0.00
H -3.629 0.309 1.519 0.00
C -0.967 -2.381 1.971 0.06
H -0.250 -1.707 2.457 0.00
H -1.564 -2.935 2.702 0.01
H -0.467 -3.085 1.301 0.00
O 0.578 -0.127 0.421 0.11
Si 1.384 1.214 1.139 0.01
C 0.251 1.393 2.570 0.00
C -0.772 2.352 2.480 0.00
C -1.591 2.536 3.595 0.00
C -1.369 1.798 4.754 0.00
C -0.355 0.827 4.837 0.00
C 0.461 0.626 3.719 0.00
C 3.054 0.629 1.740 0.03
C 3.742 1.443 2.648 0.30
C 4.974 1.080 3.222 0.16
C 5.556 -0.138 2.889 0.02
C 4.888 -0.953 1.979 0.29
C 3.669 -0.584 1.386 0.17
C 1.577 2.596 -0.078 0.00
C 0.425 3.157 -0.651 0.00
C 0.510 4.341 -1.387 0.00
C 1.770 4.950 -1.553 0.00
C 2.935 4.382 -1.010 0.00
C 2.843 3.194 -0.279 0.00
H -0.861 2.983 1.586 0.00
H -2.340 3.349 3.544 0.00
H -1.912 2.061 5.658 0.00
H -0.115 0.312 5.762 0.00
H 1.336 -0.035 3.798 0.00
H 3.308 2.401 2.934 0.01
H 5.465 1.752 3.919 0.00
H 6.520 -0.415 3.336 0.00
H 5.345 -1.906 1.732 0.01
H 3.213 -1.241 0.648 0.01
H -0.566 2.713 -0.463 0.00
H -0.415 4.827 -1.731 0.00
H 1.807 5.951 -1.988 0.00
H 3.896 4.915 -1.049 0.00
H 3.724 2.794 0.228 0.00
```

Output
* ⟨S²⟩: 6.07
* net charge: +3
* E_LUMO (spin up / spin down): -8.01 / -12.31 eV
* relative energy (zero: lowest compared OMol25 entry of this formula, charge and spin): 88.8 kJ/mol
* multiplicity: 5
* DFT total energy: -68229.6489 eV
* HOMO (spin up / spin down): -15.494 / -16.694 eV

***

[3]
DFT (ωB97M-V/def2-TZVPD) results for one molecule with the formula C3H4O2.

```
9
Properties=species:S:1:pos:R:3:lowdin_charge:R:1
C 1.097 -0.345 0.237 -0.01
C -0.092 0.569 0.183 -0.40
O -0.117 1.700 0.616 0.10
C -1.383 0.038 -0.444 -0.17
O -1.580 -1.131 -0.663 0.08
H 1.694 -0.095 1.116 0.09
H 1.720 -0.180 -0.651 0.10
H 0.789 -1.393 0.241 0.08
H -2.128 0.836 -0.635 0.13
```

Output
* SMILES: CC(=O)C=O
* E_LUMO: -0.49 eV
* relative energy (zero: lowest compared OMol25 entry of this formula, charge and spin): 67.3 kJ/mol
* DFT total energy: -7269.9888 eV
* HOMO: -9.947 eV

***

[4]
DFT (ωB97M-V/def2-TZVPD) results for C8H14NO2S as an isolated structure.

```
26
Properties=species:S:1:pos:R:3:lowdin_charge:R:1
C -1.787 0.417 -1.066 -0.05
C 1.024 1.861 -2.613 0.09
C -0.469 0.388 -0.236 -0.32
C 1.169 0.595 -2.242 -0.14
C -0.701 -0.380 0.976 -0.01
C 0.473 -0.267 -1.251 -0.29
C 1.269 0.489 2.158 0.06
C -0.148 -1.330 3.054 0.00
N 0.052 -0.401 1.988 -0.12
O -1.058 -0.839 -3.408 -0.27
O -1.108 -2.354 -1.414 -0.28
S -0.990 -1.038 -1.979 0.74
H -1.867 1.060 -1.816 0.05
H -2.680 0.147 -0.438 0.13
H 1.622 2.202 -3.369 0.05
H 0.246 2.470 -2.292 0.06
H -0.175 1.393 0.019 0.15
H 1.795 -0.021 -2.771 0.09
H -1.654 -0.908 1.044 0.17
H 1.165 -1.031 -0.796 0.16
H 1.741 0.925 1.244 0.12
H 0.808 1.341 2.723 0.14
H 2.097 -0.021 2.497 0.08
H 0.310 -1.102 4.090 0.15
H -1.216 -1.398 3.419 0.13
H 0.083 -2.199 2.482 0.11
```

Output
* net charge: +1
* E_LUMO: -4.66 eV
* relative energy (zero: lowest compared OMol25 entry of this formula, charge and spin): 411.7 kJ/mol
* DFT total energy: -24932.5574 eV
* HOMO: -13.277 eV

***

[5]
DFT (ωB97M-V/def2-TZVPD) results for C6H13AuO4PS2Te as an isolated structure.

```
28
Properties=species:S:1:pos:R:3:lowdin_charge:R:1
Au 1.333 -1.010 -0.945 0.09
C -3.246 1.385 -1.168 -0.09
C -3.055 1.350 0.339 -0.37
O -2.729 0.043 0.777 -0.29
P -1.268 -0.444 1.323 0.13
O -1.190 -1.900 1.198 -0.36
Te 0.416 0.999 0.385 0.49
O -1.363 -0.097 2.912 -0.29
C -1.450 1.218 3.422 -0.36
C -0.864 1.249 4.820 -0.08
H -3.668 2.346 -1.468 0.07
H -3.923 0.587 -1.473 0.08
H -2.290 1.244 -1.674 0.05
H -3.982 1.645 0.841 0.11
H -2.275 2.065 0.619 0.05
H -2.502 1.530 3.450 0.11
H -0.906 1.919 2.778 0.05
H -1.373 0.521 5.452 0.07
H -0.984 2.245 5.250 0.07
H 0.196 0.997 4.791 0.08
C 5.165 -2.475 -4.717 -0.14
O 4.073 -2.907 -3.919 -0.27
C 3.435 -2.046 -3.101 -1.37
S 3.964 -0.492 -2.834 0.50
S 2.160 -2.834 -2.284 0.46
H 5.142 -3.082 -5.622 0.08
H 6.106 -2.636 -4.189 0.09
H 5.078 -1.419 -4.962 0.03
```

Output
* net charge: -1
* E_LUMO: 2.68 eV
* relative energy (zero: lowest compared OMol25 entry of this formula, charge and spin): 38.9 kJ/mol
* DFT total energy: -56573.0180 eV
* HOMO: -4.663 eV

***

[6]
DFT (ωB97M-V/def2-TZVPD) results for a 2-piece molecular cluster, C4H10N2O overall.

```
17
Properties=species:S:1:pos:R:3:lowdin_charge:R:1
C 3.136 -0.412 0.508 -0.26
N 2.466 0.044 -0.652 -0.02
C -0.149 0.580 -0.564 -0.16
C -1.553 0.686 -0.323 0.01
C -2.245 -0.353 0.423 -0.56
N -3.638 -0.227 0.496 0.13
O -1.660 -1.251 0.989 0.07
H 2.515 -1.151 1.025 0.07
H 4.129 -0.844 0.337 0.06
H 3.266 0.415 1.235 0.08
H 3.154 0.280 -1.371 0.02
H 0.113 0.018 -1.484 0.11
H 0.304 0.026 0.257 0.07
H 0.318 1.574 -0.640 0.09
H -2.085 1.603 -0.568 0.11
H -4.030 0.148 -0.359 0.09
H -4.041 -1.136 0.691 0.10
```

Output
* E_LUMO: -2.81 eV
* relative energy (zero: lowest compared OMol25 entry of this formula, charge and spin): 653.3 kJ/mol
* DFT total energy: -9332.2167 eV
* HOMO: -6.646 eV

***

[7]
DFT (ωB97M-V/def2-TZVPD) results for one molecule with the formula C4H5NO.

```
11
Properties=species:S:1:pos:R:3:lowdin_charge:R:1
C 1.690 1.147 0.847 0.15
C 0.962 0.215 1.051 -0.03
C 0.008 -0.886 1.033 -0.53
O -0.071 -1.763 1.874 0.06
N -0.761 -0.816 -0.083 0.01
C -0.719 0.235 -1.078 -0.09
H 2.346 1.952 0.619 0.04
H -1.338 -1.627 -0.226 0.14
H -1.256 -0.089 -1.969 0.08
H 0.314 0.470 -1.352 0.08
H -1.176 1.163 -0.715 0.09
```

Output
* SMILES: C#CC(=O)NC
* E_LUMO: 0.84 eV
* relative energy (zero: lowest compared OMol25 entry of this formula, charge and spin): 177.5 kJ/mol
* DFT total energy: -7764.6866 eV
* HOMO: -9.922 eV

***

[8]
DFT (ωB97M-V/def2-TZVPD) results for C20H20IN6O6RhS2 as an isolated structure.

```
56
Properties=species:S:1:pos:R:3:lowdin_spin:R:1
Rh 0.476 0.007 0.043 0.00
O -2.048 -1.784 4.961 0.00
C -1.847 -0.473 4.995 0.00
O -2.125 0.204 5.945 0.00
C -1.226 0.158 3.790 0.00
C -0.987 1.514 3.685 0.00
N -0.396 1.734 2.502 0.00
N -0.263 0.599 1.821 0.00
C -0.761 -0.369 2.577 0.00
C -0.776 -1.719 1.947 0.00
O -1.179 -2.701 2.537 0.00
O -0.337 -1.725 0.717 0.00
H -1.781 -2.194 4.108 0.00
H -1.232 2.310 4.366 0.00
H -0.242 2.620 2.047 0.00
C 2.260 -2.517 2.183 0.00
C 2.894 -1.265 1.686 0.00
N 2.345 -0.328 0.945 0.00
C 3.244 0.686 0.650 0.00
C 4.476 0.517 1.181 0.00
S 4.525 -0.942 2.057 0.00
C 2.760 1.786 -0.176 0.00
C 3.450 2.841 -0.666 0.00
S 2.441 3.756 -1.692 0.00
C 1.131 2.692 -1.421 0.00
N 1.440 1.723 -0.590 0.00
C -0.171 2.961 -2.097 0.00
H 1.778 -3.057 1.369 0.00
H 1.516 -2.298 2.947 0.00
H 3.011 -3.161 2.637 0.00
H 5.335 1.162 1.094 0.00
H 4.481 3.100 -0.496 0.00
H 0.000 3.570 -2.983 0.00
H -0.841 3.502 -1.427 0.00
H -0.666 2.034 -2.366 0.00
N -2.860 -0.871 -0.408 0.05
C -2.459 0.356 -0.830 0.12
O -1.211 0.716 -0.745 0.05
C -3.377 1.280 -1.313 0.26
I -3.654 2.554 1.126 0.49
H -2.242 -1.402 0.181 0.00
H -3.849 -1.010 -0.284 0.00
H -4.410 1.001 -1.448 0.00
H -3.018 2.175 -1.792 0.00
O 1.263 -0.756 -1.674 0.00
N 0.442 -1.208 -2.634 0.00
C -0.446 -2.178 -2.384 0.00
C -1.261 -2.636 -3.398 0.00
C -1.137 -2.109 -4.670 0.00
C -0.184 -1.126 -4.904 0.00
C 0.597 -0.684 -3.863 0.00
H -0.446 -2.556 -1.373 0.00
H -1.982 -3.409 -3.172 0.00
H -1.768 -2.460 -5.474 0.00
H -0.043 -0.695 -5.884 0.00
H 1.360 0.075 -3.935 0.00
```

Output
* ⟨S²⟩: 0.75
* net charge: +1
* E_LUMO (spin up / spin down): -3.39 / -3.40 eV
* relative energy (zero: lowest compared OMol25 entry of this formula, charge and spin): 90.0 kJ/mol
* multiplicity: 2
* DFT total energy: -75064.7997 eV
* HOMO (spin up / spin down): -9.211 / -10.419 eV